[1]
Computed, not measured: C12H30KN2O4 as an isolated structure in a non-equilibrium geometry, with ωB97M-V/def2-TZVPD.

XYZ file:
```
49
Properties=species:S:1:pos:R:3:forces:R:3
K 22.18029 28.56048 28.50688 0.3 0.2 -0.5
C 26.42078 23.80411 24.39792 0.0 -0.3 -0.1
O 25.21779 23.54318 25.11766 0.4 -0.1 -1.4
C 25.43273 23.32446 26.48369 -0.3 0.9 0.2
C 24.04882 23.11406 27.12615 0.8 0.4 -1.3
N 23.10156 24.08776 26.53541 0.5 -0.6 0.7
C 21.73604 23.61957 26.70505 -1.1 0.6 -0.6
C 20.78162 24.32253 25.70116 1.1 -1.3 0.2
O 21.08338 23.68160 24.43510 -0.8 1.3 -0.5
C 20.33229 24.36051 23.38766 -0.3 -0.5 0.8
H 27.23887 23.14101 24.67923 0.0 -0.2 0.4
H 26.76663 24.82887 24.53340 -0.1 0.2 0.1
H 26.29903 23.61027 23.33222 -0.5 0.2 0.1
H 25.88817 24.23355 26.87640 0.4 0.0 0.4
H 26.09020 22.45887 26.56482 0.0 0.0 0.6
H 24.11978 23.23183 28.20745 -0.2 -0.4 0.0
H 23.82397 22.11648 26.74883 -0.6 -0.4 0.8
H 23.37375 24.06851 25.56297 -0.5 0.2 -0.4
H 21.43734 23.76592 27.74306 -0.2 0.3 0.1
H 21.56650 22.55996 26.51379 0.4 -0.4 -0.1
H 20.96806 25.39637 25.71563 0.2 0.3 -0.5
H 19.72807 24.18990 25.94717 -0.1 -0.3 0.1
H 19.26817 24.24352 23.59275 -0.3 0.6 0.5
H 20.32927 23.92491 22.38848 1.3 -0.4 0.2
H 20.65298 25.40216 23.37256 -0.2 0.1 -0.2
C 19.84643 30.75248 25.41363 -1.7 0.4 0.2
O 21.23605 30.80946 25.45275 0.3 -0.2 -0.8
C 21.71568 30.82923 24.08635 2.0 -0.3 0.8
C 23.30327 30.88159 24.09833 -1.9 -0.5 -0.4
N 23.78896 29.66310 24.73163 -0.2 1.4 0.4
C 25.20977 29.77384 25.01840 -0.6 -0.8 0.5
C 25.60947 30.77022 26.11821 0.4 -1.3 0.9
O 25.06348 30.38301 27.43566 0.1 0.0 -2.1
C 25.44061 31.26119 28.44067 -0.1 0.3 1.3
H 19.44534 31.70325 25.06256 -0.2 0.0 -0.3
H 19.32227 30.57605 26.35289 0.9 0.3 0.8
H 19.39568 29.93593 24.84957 0.5 -0.1 -0.8
H 21.28150 31.59832 23.44753 -0.1 0.5 0.4
H 21.42816 29.88254 23.62893 0.0 -0.2 -0.1
H 23.76128 31.76087 24.55132 -0.6 0.0 0.4
H 23.63669 30.94090 23.06227 -0.1 0.0 -0.4
H 23.56582 28.88052 24.13341 0.3 -0.2 0.0
H 25.79159 29.99062 24.12252 0.3 0.3 -0.1
H 25.43285 28.74925 25.31596 0.8 0.1 0.3
H 25.46759 31.82843 25.89875 -0.7 0.0 0.0
H 26.69239 30.66801 26.18859 0.2 0.0 0.1
H 25.16484 32.29719 28.24382 -0.1 0.1 -0.1
H 26.48130 31.23639 28.76386 0.5 -0.1 -0.6
H 24.93376 30.93506 29.34887 -0.4 0.1 0.1
```
Forces are in eV/Å.

Properties
Net charge: +1
Multiplicity: 1
Frontier orbital gap (eV): 7.5661
Energy relative to the best compared isomer or geometry (same formula, charge and spin) (kcal per mole): 69.7
Electronic energy (Eh): -1485.302716


[2]
Computed, not measured: C12H30N2O4Tl as an isolated structure in a non-equilibrium geometry, with ωB97M-V/def2-TZVPD.

XYZ file:
```
49
Properties=species:S:1:pos:R:3:forces:R:3
Tl 0.04855 -0.27593 0.64472 0.3 -0.1 -0.3
C -0.48711 3.51001 1.34285 -1.0 -0.1 2.0
O -1.30091 2.44942 0.80249 0.6 2.2 0.7
C -2.73822 2.70960 1.02359 0.5 -3.6 -1.9
C -3.34374 1.41957 0.38705 -2.1 1.4 0.4
N -2.85609 0.15105 0.88144 0.3 -0.9 -0.1
C -3.63164 -0.94048 0.17976 1.2 1.1 -0.5
C -3.33138 -2.30938 0.71469 -0.1 0.6 0.2
O -2.02376 -2.83200 0.53564 -1.2 -0.3 -0.4
C -1.77163 -4.12822 1.10418 1.4 1.1 1.2
H 0.05031 4.22073 0.71504 -0.2 -0.3 -0.9
H 0.26327 3.03848 1.97743 0.6 -0.6 -0.3
H -1.08585 4.02240 2.09588 -0.2 0.5 -0.4
H -2.96182 3.59956 0.43530 -0.2 0.5 0.5
H -2.99199 2.65941 2.08245 0.4 0.8 0.3
H -3.49644 1.45797 -0.69153 0.7 0.0 -0.1
H -4.35918 1.44212 0.78261 -0.6 0.5 -0.4
H -3.16639 0.14257 1.84256 0.3 -0.3 0.6
H -3.41245 -0.76634 -0.87367 -0.1 -0.6 -0.2
H -4.70079 -0.77162 0.30819 -0.2 -0.2 0.1
H -4.07369 -3.04279 0.39976 -0.1 -0.6 -0.2
H -3.50538 -2.23862 1.78837 0.1 -0.5 0.7
H -1.82210 -4.94468 0.38379 -0.5 -0.1 -0.5
H -2.27765 -4.25417 2.06136 -0.7 -0.3 -0.4
H -0.71081 -4.02260 1.33134 0.4 -0.4 -0.1
C 1.37235 -3.37544 -1.28324 0.8 -1.7 1.2
O 1.83447 -2.15488 -0.71610 0.7 2.4 0.6
C 3.28347 -2.11051 -0.40809 -0.4 -0.7 0.0
C 3.73275 -0.93621 0.51951 -2.9 -0.2 -0.3
N 3.06155 0.30364 0.15201 4.2 -0.2 -2.3
C 3.36923 0.80071 -1.21175 -2.4 0.5 0.3
C 2.79982 2.17100 -1.30684 -0.7 0.4 -1.6
O 1.40569 2.19691 -1.00047 0.2 -0.8 0.8
C 0.70608 3.17282 -1.75883 0.3 0.3 -1.2
H 1.72048 -3.67535 -2.27164 0.4 0.6 0.0
H 0.29044 -3.50658 -1.30200 -0.1 0.9 0.1
H 1.74367 -4.06649 -0.52648 -0.2 -1.0 -0.5
H 3.80271 -2.13941 -1.36602 0.2 0.4 0.1
H 3.60582 -3.00246 0.12912 -0.3 -0.3 0.0
H 4.79169 -0.70023 0.41424 0.5 -0.1 -0.2
H 3.53358 -0.97921 1.59030 0.2 -1.1 0.1
H 3.40766 1.05452 0.73209 -0.8 0.6 1.2
H 2.93260 0.24607 -2.04230 0.1 -0.8 0.5
H 4.43278 0.94908 -1.39869 0.6 -0.6 0.5
H 2.87408 2.24537 -2.39176 0.3 1.3 -0.2
H 3.36303 2.93915 -0.77688 -0.1 0.1 0.0
H 1.24639 4.11916 -1.78381 -0.3 0.4 0.7
H -0.33075 3.22144 -1.42605 0.2 0.2 0.1
H 0.70731 2.93087 -2.82163 -0.2 -0.5 -0.1
```
Forces are in eV/Å.

Properties
Net charge: +4
Multiplicity: 2
Frontier orbital gap (alpha / beta) (eV): 4.4039 / 4.5996
Expectation value of S²: 1.761
Energy relative to the best compared isomer or geometry (same formula, charge and spin) (kcal per mole): 0.0
Electronic energy (Eh): -1056.200157